Record 1
C19H36KN2O9 as an isolated structure at a distorted geometry, computed with ωB97M-V/def2-TZVPD.

Structure (ORCA input):
```
! RIJCOSX wB97M-V def2-TZVPD def2/J DEFGRID3
* xyz -1 1
K 9.2960 1.0391 -11.2763
C 7.9274 -0.7928 -6.8740
C 6.7081 -1.2028 -6.2793
C 5.4865 -1.3719 -7.2230
O 4.4203 -1.7470 -6.7420
C 5.6772 -1.0788 -8.6007
C 6.8777 -0.6598 -9.1663
C 8.0913 -0.5083 -8.2276
O 9.2249 -0.1800 -8.6988
O 6.9859 -0.4538 -10.4216
O 6.5623 -1.4348 -5.0786
H 8.7815 -0.6626 -6.2190
H 4.8176 -1.1776 -9.2565
C 12.3975 -4.7691 -11.5877
O 11.7343 -3.5378 -11.5684
C 10.3816 -3.6665 -11.1523
C 9.7838 -2.2952 -11.0639
N 9.7880 -1.5360 -12.3339
C 8.6440 -1.9207 -13.1813
C 8.7893 -1.3949 -14.5868
O 9.6385 -2.2581 -15.3239
C 9.7243 -1.8980 -16.6739
H 11.9252 -5.4668 -12.2943
H 12.4359 -5.2250 -10.5904
H 13.4231 -4.6024 -11.9194
H 10.3015 -4.1572 -10.1756
H 9.8466 -4.2811 -11.8962
H 10.2906 -1.7224 -10.2783
H 8.7782 -2.3227 -10.6291
H 10.5901 -1.9652 -12.8045
H 7.7257 -1.5531 -12.7091
H 8.5117 -3.0116 -13.2520
H 9.2482 -0.3905 -14.5578
H 7.8068 -1.2965 -15.0668
H 10.3266 -0.9880 -16.8140
H 8.7299 -1.7066 -17.0969
H 10.2041 -2.7178 -17.2054
C 5.8029 1.5457 -15.9608
O 6.0682 2.3168 -14.8140
C 6.0203 1.5459 -13.6206
C 6.2227 2.4640 -12.4460
N 7.5594 3.0408 -12.4725
C 7.7025 4.1816 -11.5619
C 7.4283 3.8626 -10.1037
O 8.6010 3.4689 -9.4181
C 8.3815 3.3135 -8.0339
H 5.5950 2.2355 -16.7782
H 4.9693 0.8586 -15.7940
H 6.6894 0.9669 -16.2639
H 6.8208 0.7939 -13.6365
H 5.0453 1.0558 -13.5284
H 6.0351 1.8695 -11.5473
H 5.4334 3.2388 -12.4545
H 7.7212 3.3498 -13.4245
H 6.9785 4.9612 -11.8524
H 8.7072 4.5950 -11.6599
H 6.6457 3.1026 -9.9967
H 7.0369 4.7775 -9.6347
H 7.9840 2.3208 -7.7864
H 7.6573 4.0401 -7.6389
H 9.3295 3.4373 -7.5146
C 12.2244 1.8949 -13.0068
O 11.6362 2.7191 -11.9911
H 11.5581 1.0572 -13.2003
H 12.3758 2.4583 -13.9338
H 13.1995 1.5002 -12.7092
H 12.3044 3.3716 -11.7686
*
```

Energy relative to the best compared isomer or geometry (same formula, charge and spin) (kJ/mol): 0.0
LUMO level (eV): 1.55
Total energy (Eh): -2132.16084
Orbital gap (Eh): 0.1655

***

Record 2
C19H36LuNO4 as an isolated structure at a distorted geometry, computed with ωB97M-V/def2-TZVPD.

Structure (ORCA input):
```
! RIJCOSX wB97M-V def2-TZVPD def2/J DEFGRID3
* xyz 3 2
C -2.3612 -2.3674 2.7995
C -3.0437 -2.6336 1.3899
O -4.3221 -2.3196 1.2913
O -2.3575 -3.1267 0.2733
C -2.1746 -1.9349 -0.6310
C -0.7042 -1.8628 -1.2474
C 0.1738 -0.6133 -0.6872
O -0.6884 0.5258 -0.8408
C -0.1527 1.7391 -0.2797
C -0.8022 3.0639 -0.8912
C -0.7936 3.0770 -2.5142
C -2.2516 3.4142 -0.3245
C -2.2527 4.1350 1.1053
C -3.2621 2.1828 -0.2510
C 0.5820 -0.9809 0.8143
C 2.1033 -1.3905 1.0921
C 2.0506 -2.8158 1.8866
C 2.7917 -0.3891 2.1785
N 2.9550 -1.6427 -0.0987
O 2.9000 -2.8709 -0.5325
C 2.8600 -0.6266 -1.1731
C 3.7438 -1.2053 -2.4141
C 3.4858 0.8046 -0.8435
C 1.3735 -0.4501 -1.7418
H -3.0847 -2.5867 3.6583
H -1.4981 -3.1019 2.9199
H -1.9818 -1.2994 2.9127
H -2.9090 -2.0422 -1.5012
H -2.4903 -1.0301 -0.0226
H -0.8265 -1.6956 -2.3732
H -0.1940 -2.8626 -1.0533
H -0.4186 1.7365 0.8428
H 0.9735 1.8592 -0.3318
H -0.1096 3.9311 -0.5941
H -1.3342 4.0263 -2.8265
H 0.3015 3.1321 -2.8146
H -1.3298 2.1538 -2.8987
H -2.7100 4.1711 -1.0572
H -1.5687 5.0365 1.0382
H -2.0120 3.4213 1.9540
H -3.3125 4.5507 1.2520
H -4.2270 2.4542 0.3039
H -2.8342 1.2726 0.2929
H -3.5924 1.8051 -1.2842
H 0.3199 -0.1739 1.5879
H -0.0745 -1.8732 1.1255
H 1.5871 -2.5770 2.9063
H 3.0935 -3.2159 2.0861
H 1.3501 -3.5616 1.3903
H 3.8001 -0.0430 1.7508
H 3.0538 -0.9558 3.1335
H 2.1895 0.5520 2.3522
H 3.1957 -2.0588 -2.9511
H 4.0355 -0.3873 -3.1397
H 4.7078 -1.6226 -1.9645
H 3.0483 1.3297 0.0589
H 3.2405 1.4718 -1.7450
H 4.6227 0.7325 -0.8239
H 1.2517 -1.2171 -2.5877
H 1.3461 0.5675 -2.2687
Lu -5.4625 -3.6114 2.3122
*
```

Energy relative to the best compared isomer or geometry (same formula, charge and spin) (kJ/mol): 569.3
LUMO level (spin up / spin down) (eV): -12.43 / -12.11
Total energy (Eh): -2335.38309
<S²>: 1.76
Orbital gap (spin up / spin down) (Eh): 0.1659 / 0.1777

***

Record 3
C19H36N5O2OsPS6 as an isolated structure at a distorted geometry, computed with ωB97M-V/def2-TZVPD.

Structure (ORCA input):
```
! RIJCOSX wB97M-V def2-TZVPD def2/J DEFGRID3
* xyz 2 5
Os -1.4923 -0.5306 -0.6401
C -2.1119 2.5523 3.9307
S -2.2336 0.7570 3.7831
C -2.2154 0.5494 2.0739
S -2.3542 -1.0979 1.4707
N -2.1686 1.5594 1.2885
N -2.3525 1.3193 -0.0701
C -3.2695 2.1206 -0.5132
C -3.8316 2.3302 -1.8462
C -5.1964 2.5957 -1.9421
C -5.7405 2.8724 -3.1853
C -4.9040 2.8988 -4.2885
C -3.5550 2.6410 -4.0969
N -3.0323 2.3624 -2.9088
H -1.9967 2.7576 4.9923
H -3.0204 3.0149 3.5554
H -1.2498 2.9070 3.3738
H -3.7310 2.7360 0.2547
H -5.8126 2.5782 -1.0526
H -6.7965 3.0839 -3.2814
H -5.2831 3.1381 -5.2717
H -2.8532 2.6722 -4.9230
C 1.2411 3.0564 -2.4848
N 0.2656 1.9944 -2.7033
C 0.4316 0.7494 -3.0727
S -0.9657 -0.3327 -2.9637
N 1.5340 0.1959 -3.5483
C 2.8167 0.8170 -3.8746
H 0.6910 3.9720 -2.2851
H 1.8800 3.2280 -3.3485
H 1.8597 2.8344 -1.6142
H -0.7359 2.2233 -2.5808
H 1.4229 -0.7612 -3.8411
H 2.7771 1.3228 -4.8400
H 3.5659 0.0328 -3.9346
H 3.1175 1.5211 -3.1060
C -2.6262 -3.5073 -2.0693
S -1.3127 -2.9426 -0.9597
C 0.1262 -3.2972 -1.9936
H -2.7021 -2.8312 -2.9184
H -3.5562 -3.5225 -1.5061
H -2.3770 -4.5143 -2.3958
H 0.2699 -4.3764 -2.0078
H 0.9881 -2.8197 -1.5323
H -0.0368 -2.9140 -2.9958
C 4.4319 -0.3859 1.0423
C 4.3039 -1.8954 1.1040
C 4.8421 -2.4912 2.3890
O 2.9027 -2.3250 0.9030
P 1.5680 -1.8363 1.5418
S 0.3786 -3.4779 1.5566
S 0.8853 -0.2904 0.3611
O 1.9720 -1.3361 2.9648
C 1.2369 -0.8952 4.1556
C 0.2209 -1.9149 4.6276
C 2.3032 -0.6340 5.2007
H 5.4830 -0.1103 1.1128
H 3.8963 0.0780 1.8715
H 4.0283 0.0007 0.1069
H 4.8021 -2.3466 0.2473
H 4.4033 -2.0008 3.2563
H 5.9234 -2.3634 2.4163
H 4.6182 -3.5566 2.4381
H 0.7411 0.0379 3.8942
H 0.6953 -2.8877 4.7683
H -0.6077 -2.0196 3.9302
H -0.1842 -1.5874 5.5843
H 2.7949 -1.5667 5.4788
H 1.8346 -0.2080 6.0869
H 3.0530 0.0667 4.8349
*
```

Energy relative to the best compared isomer or geometry (same formula, charge and spin) (kJ/mol): 135.6
LUMO level (spin up / spin down) (eV): -5.59 / -8.38
Total energy (Eh): -3990.51051
<S²>: 6.03
Orbital gap (spin up / spin down) (Eh): 0.2895 / 0.1973

***

Record 4
C19H37AlCl3I2N4O4P2Ta as an isolated structure at a distorted geometry, computed with ωB97M-V/def2-TZVPD.

Structure (ORCA input):
```
! RIJCOSX wB97M-V def2-TZVPD def2/J DEFGRID3
* xyz 0 1
C -2.7405 -2.4224 1.3591
C -1.6524 -1.7300 1.0443
Ta 0.2601 -2.3355 0.1058
O 1.0963 -0.9494 1.4040
C -0.7516 -3.8733 -1.2219
C -1.2478 -3.4159 -2.6055
N -1.2796 -4.5785 -3.5424
C 2.3458 -2.7335 -0.6675
I 3.4878 -0.7986 -0.8840
C 2.4964 -3.7054 -1.8575
C 2.3316 -3.1352 -3.2671
P 0.6448 -4.3043 1.8031
O -0.8358 -5.0774 1.9226
I 1.1583 -3.3820 4.0248
P -0.2582 -0.3309 -1.5276
N 0.1520 0.9772 -0.7367
O 0.5504 -0.3287 -2.9569
O -1.9128 -0.1427 -1.7564
H -3.6247 -2.3721 0.7297
H -2.7366 -3.0270 2.2523
H -1.6162 -0.5713 1.2432
H 0.5842 -1.0335 2.2131
H -0.1680 -4.8086 -1.2376
H -1.6573 -4.1623 -0.6767
H -2.2939 -3.1330 -2.5012
H -0.6353 -2.6595 -3.0934
H -0.5369 -5.2158 -3.3029
H -0.9907 -4.2262 -4.4438
H 2.8745 -3.2028 0.1618
H 1.8930 -4.6117 -1.7946
H 3.5254 -4.0626 -1.8180
H 1.3317 -3.2219 -3.6867
H 2.9679 -3.7322 -3.9184
H 2.6630 -2.1116 -3.3876
H -0.7306 -5.9709 2.2457
H 0.8697 1.4852 -1.2263
H -0.1104 -0.3867 -3.6519
H -2.1947 -0.7240 -2.4703
Al -1.1729 1.0628 0.7986
C -1.8737 1.1382 6.5020
C -1.0762 1.1146 7.6361
C -0.0865 0.1516 7.7682
C 0.1117 -0.7821 6.7618
C -0.6820 -0.7576 5.6266
C -1.6778 0.2005 5.4984
H -2.6483 1.8877 6.4002
H -1.2264 1.8470 8.4186
H 0.5317 0.1294 8.6561
H 0.8874 -1.5308 6.8627
H -0.5222 -1.4897 4.8398
H -2.3022 0.2166 4.6132
Cl 3.8663 1.5509 0.3016
Cl -0.6051 -6.8457 -1.2237
C 2.2247 4.2680 -1.0424
C 0.7552 4.4055 -0.6994
N 0.0288 5.2430 -1.6736
C -1.1427 4.9060 -2.2992
C -1.5059 5.9655 -3.0602
N -0.5416 6.9260 -2.8839
C 0.3767 6.4640 -2.0393
C -0.5087 8.2501 -3.5041
H 2.7236 5.2406 -1.0599
H 2.7314 3.6436 -0.3019
H 2.3537 3.8089 -2.0242
H 0.6317 4.8608 0.2836
H 0.2854 3.4278 -0.6737
H -1.5886 3.9431 -2.1186
H -2.3424 6.1537 -3.7079
H 1.2495 6.9972 -1.7092
H 0.3829 8.3354 -4.1199
H -0.4908 9.0092 -2.7268
H -1.3883 8.3856 -4.1231
Cl 0.9830 -8.1122 -2.2528
*
```

LUMO level (eV): -2.36
Total energy (Eh): -4223.98686
Orbital gap (Eh): 0.1217

***

Record 5
C19H37Br3O18 as an isolated structure at a distorted geometry, computed with ωB97M-V/def2-TZVPD.

Structure (ORCA input):
```
! RIJCOSX wB97M-V def2-TZVPD def2/J DEFGRID3
* xyz 0 1
C -1.5167 1.2714 -0.1133
Br -3.1021 2.4019 -0.1676
Br 0.0042 2.0937 -1.1153
Br -1.9451 -0.3538 -1.0623
H -1.2361 1.0086 0.9067
C -0.5437 -3.3721 9.7174
O -0.1088 -2.9964 8.4438
C -0.8079 -3.3361 7.3718
O -1.7451 -4.0867 7.2045
O -0.3101 -2.5532 6.4057
C -0.8957 -2.3923 5.1284
H 0.2686 -3.3418 10.4435
H -0.8504 -4.4180 9.7318
H -1.3945 -2.7356 9.9604
H -1.6654 -1.6271 5.2293
H -1.4353 -3.2664 4.7638
H -0.2565 -2.0288 4.3238
C -0.5063 2.5469 -9.4142
O -1.5817 3.0679 -8.5696
C -1.4752 2.9052 -7.2110
O -0.5073 2.4731 -6.5570
O -2.7456 3.0390 -6.7441
C -2.9801 3.4885 -5.4150
H -0.5859 1.4640 -9.3182
H 0.3913 3.1541 -9.2971
H -0.7326 2.8115 -10.4471
H -3.9937 3.6356 -5.0420
H -2.5307 4.4640 -5.2291
H -2.4350 2.8585 -4.7121
C -6.8772 -6.3974 -3.3749
O -5.9785 -5.7680 -2.4508
C -6.2324 -4.4114 -2.1275
O -6.7764 -3.6291 -2.8968
O -5.8163 -4.3095 -0.8852
C -6.2271 -3.3528 -0.0780
H -6.4655 -7.2428 -3.9262
H -7.1365 -5.6184 -4.0919
H -7.8517 -6.6360 -2.9490
H -7.2320 -2.9440 -0.1832
H -5.4820 -2.5573 -0.0654
H -6.0882 -3.5161 0.9907
C 2.7881 -5.4605 1.5413
O 2.6784 -4.7910 0.2121
C 2.8262 -3.4023 0.1586
O 2.5716 -2.6750 1.0985
O 3.2963 -3.0810 -0.9962
C 3.1330 -1.7556 -1.5379
H 2.7201 -4.7558 2.3701
H 3.6277 -6.1429 1.6730
H 1.9503 -6.1500 1.6453
H 2.0862 -1.5281 -1.7388
H 3.6314 -1.6533 -2.5019
H 3.5574 -1.0148 -0.8603
C 7.0724 3.2317 0.2620
O 6.2967 2.7092 -0.7951
C 5.6071 3.5971 -1.5696
O 5.5824 4.7787 -1.3617
O 4.9004 2.8828 -2.4595
C 4.1069 3.3976 -3.5530
H 7.7763 4.0220 0.0009
H 7.5900 2.4960 0.8776
H 6.2732 3.7497 0.7922
H 3.1939 3.7566 -3.0780
H 3.7604 2.6806 -4.2973
H 4.5405 4.1923 -4.1600
C 2.3087 2.6790 2.8875
O 1.0308 2.6576 3.3632
C 0.3902 3.8023 3.9004
O -0.7411 3.7389 4.3583
O 1.1563 4.9334 3.5390
C 0.4815 6.1395 3.6851
H 2.4934 1.7569 2.3363
H 3.0439 2.6624 3.6920
H 2.6323 3.4844 2.2282
H 0.6027 6.5857 4.6722
H -0.5628 5.9048 3.4790
H 0.9843 6.7782 2.9589
*
```

LUMO level (eV): -0.18
Total energy (Eh): -9822.36352
Orbital gap (Eh): 0.3702

***

Record 6
C19H37CdNO8Sb as an isolated structure at a distorted geometry, computed with ωB97M-V/def2-TZVPD.

Structure (ORCA input):
```
! RIJCOSX wB97M-V def2-TZVPD def2/J DEFGRID3
* xyz -1 1
Cd -0.1075 0.4618 -0.6136
O -0.2951 -1.8506 0.7574
C -1.4853 -1.6645 1.4922
C -2.6485 -1.1890 0.6211
N -2.3406 0.0460 -0.0961
C -2.8510 -0.0161 -1.4612
C -2.0044 -1.0894 -2.2338
O -2.5853 -1.8918 -2.9490
O -0.7588 -1.0745 -1.9959
C -2.6873 1.2300 0.6768
C -1.5553 1.5321 1.7033
O -1.8687 1.7619 2.8655
O -0.3791 1.5096 1.2313
H -0.5049 -2.2265 -0.1155
H -1.2559 -0.9241 2.2615
H -1.7718 -2.6071 1.9867
H -3.5291 -1.0565 1.2663
H -2.8693 -1.9752 -0.1099
H -2.6950 0.9463 -1.9573
H -3.9161 -0.2925 -1.5083
H -3.6403 1.1229 1.2168
H -2.7350 2.1033 0.0199
C 3.2256 2.4181 -2.9803
C 1.9968 1.5802 -2.6290
C 1.8451 0.3889 -3.5696
O 2.1131 1.0846 -1.2816
C 0.6716 2.4272 -2.7619
O 0.6257 3.2746 -3.6420
O -0.2415 2.1415 -1.9331
H 4.1031 1.7815 -3.0907
H 3.4143 3.1527 -2.1984
H 3.0372 2.9495 -3.9088
H 2.7449 -0.2252 -3.5744
H 1.6584 0.7611 -4.5749
H 1.0001 -0.2212 -3.2505
H 2.0663 1.8662 -0.7123
C 5.0341 1.2564 2.5387
C 4.1562 0.8950 1.3556
C 4.8958 -0.0060 0.3811
Sb 2.1299 -0.0088 1.7988
C 2.6788 -1.9196 2.8612
C 2.8424 -3.0193 1.8268
C 3.8606 -1.8793 3.8099
C 1.8262 1.1117 3.7056
C 1.6634 2.5905 3.4130
C 0.6257 0.5844 4.4699
H 5.9184 1.8006 2.1960
H 5.3732 0.3667 3.0599
H 4.5050 1.8904 3.2448
H 3.8996 1.8231 0.8309
H 5.1853 -0.9371 0.8655
H 5.8063 0.4791 0.0195
H 4.2649 -0.2384 -0.4764
H 1.7774 -2.1331 3.4451
H 3.7121 -2.8339 1.1994
H 1.9593 -3.0652 1.1919
H 2.9774 -3.9888 2.3113
H 4.7949 -1.7879 3.2621
H 3.9066 -2.8049 4.3884
H 3.7797 -1.0517 4.5102
H 2.7312 0.9453 4.2987
H 0.7571 2.7491 2.8368
H 2.5060 2.9805 2.8446
H 1.5819 3.1588 4.3396
H -0.2933 0.8891 3.9775
H 0.6057 0.9965 5.4806
H 0.6421 -0.5022 4.5445
*
```

Energy relative to the best compared isomer or geometry (same formula, charge and spin) (kJ/mol): 77.0
LUMO level (eV): 2.76
Total energy (Eh): -1810.97350
Orbital gap (Eh): 0.3034